(1)
Computed, not measured: a structure of composition C32H24NO4P2S2W, with ωB97M-V with the def2-TZVPD basis set.

Geometry as XYZ:
```
66
Properties=species:S:1:pos:R:3:forces:R:3:lowdin_charge:R:1
H -3.559433 1.925314 -3.941888 0.004 0.031 -0.020 0.13
H -0.698455 0.134224 6.571692 0.047 0.060 0.100 0.13
H 0.987393 0.548195 2.628986 -0.917 -0.001 0.807 0.09
H -4.572585 -0.296114 -4.272316 -0.141 -0.020 -0.042 0.13
C 2.689925 3.481732 -3.587332 0.011 -0.070 0.049 -0.02
O 1.314291 -2.126288 2.437270 -1.306 0.392 0.459 -0.28
C -3.964809 -1.074532 0.323167 0.203 0.040 0.052 -0.10
H -1.414314 2.133359 -2.734553 -0.024 0.049 -0.041 0.12
C 5.802935 -2.869368 1.315572 -0.256 -0.063 0.122 0.06
C 3.531877 -2.679949 2.041319 -0.314 0.341 -0.031 -0.11
H 4.552031 1.832591 -0.868641 -0.224 -0.295 0.132 0.18
C -1.262055 0.008079 -2.374145 0.409 -0.128 0.445 -0.37
C 0.020759 0.628597 0.297253 0.179 -2.473 0.556 -0.53
C -3.651240 -0.207545 -3.719340 0.034 0.000 0.048 -0.01
H 4.877806 -4.175884 2.780263 -0.003 -0.056 0.039 0.15
C -2.254922 -0.221085 3.598545 0.078 -0.035 -0.125 -0.04
H -3.599077 -2.076577 0.494651 -0.075 -0.110 -0.007 0.08
C 5.626457 -1.717932 0.542470 -0.561 0.262 0.003 0.09
H -5.967412 -1.695782 -0.072336 -0.053 -0.074 0.019 0.13
C 2.145145 2.427057 -4.306741 0.014 -0.017 -0.034 -0.02
C 1.423157 1.443920 -3.652679 -0.062 -0.105 0.104 -0.06
H 0.985202 0.627461 -4.208445 -0.030 -0.076 -0.128 0.12
C 4.382866 -1.099297 0.566845 -0.036 -0.212 0.101 -0.14
C 0.107305 0.247351 3.285247 0.082 0.565 -0.571 -0.14
C 2.270326 -2.966042 2.863507 1.995 -1.018 0.072 -0.44
C -1.843170 -1.247262 -2.527936 0.107 -0.064 -0.098 -0.10
H -3.232802 -0.408649 3.176966 -0.082 -0.042 0.026 0.12
P 0.258455 0.274633 -1.442831 0.668 0.359 -0.824 0.69
H 3.253631 4.248485 -4.094568 0.041 0.085 -0.104 0.13
H 6.758139 -3.378298 1.315873 -0.002 0.002 0.020 0.15
C -3.078152 1.044423 -3.541437 0.056 0.041 -0.002 -0.03
C 1.248913 1.529827 -2.268674 -0.268 -0.160 0.313 -0.37
C -3.554622 1.320842 0.175285 0.110 -0.115 0.114 -0.07
H 1.215630 0.563449 5.099046 0.087 0.002 -0.026 0.13
H 2.278104 2.384428 -5.377167 -0.008 -0.070 -0.067 0.13
N 3.335121 -1.618719 1.250329 0.338 -0.468 -0.173 0.02
H 2.908074 4.408499 -1.669093 0.012 0.100 0.062 0.12
O 2.179607 -3.757449 3.737651 -0.282 0.491 -0.450 0.25
C 0.258476 0.316807 4.663872 0.147 -0.202 0.009 -0.03
C -1.170430 -0.013545 2.748955 -0.060 0.405 -0.614 -0.35
C -5.291518 -0.857983 0.003583 -0.063 -0.033 0.041 -0.03
W 1.124190 -1.046887 0.905613 0.493 0.094 -3.072 1.36
C 3.986877 0.229807 0.029337 -1.668 -0.177 0.566 -0.42
C -5.753018 0.432447 -0.217231 0.112 -0.023 -0.011 -0.01
S 1.489158 -1.536911 -1.389959 -0.328 0.539 0.989 0.49
C -3.043592 -1.346973 -3.209269 0.076 -0.033 0.016 -0.03
P -1.408981 -0.226308 0.944975 -0.836 -0.050 1.644 0.62
H -5.247487 2.514688 -0.324092 -0.057 0.101 -0.020 0.13
C -3.110493 0.023060 0.423440 0.460 0.133 -0.200 -0.37
C 1.782683 2.595219 -1.546171 -0.200 -0.008 0.139 -0.10
H -1.352811 -2.136179 -2.150896 -0.002 -0.027 -0.009 0.08
C -0.829874 0.090610 5.501983 0.237 0.001 -0.163 -0.01
S -0.968468 -2.290446 0.710251 0.863 1.187 0.206 0.52
H 1.598257 2.665832 -0.482090 0.065 0.087 -0.016 0.10
O 4.850814 0.942969 -0.583709 0.671 0.180 -0.286 0.26
H -6.792690 0.588997 -0.458254 -0.107 0.054 -0.029 0.13
C 4.761961 -3.331391 2.116022 -0.208 0.214 -0.103 0.09
C 2.506734 3.567101 -2.213292 0.028 0.058 0.091 -0.05
H 6.429230 -1.316935 -0.061647 0.021 0.113 0.089 0.15
H -2.918136 -0.368844 5.628194 -0.081 0.043 0.044 0.13
C -1.876678 1.163554 -2.866721 0.107 0.049 0.076 -0.07
C -2.080160 -0.183219 4.974027 -0.041 -0.063 -0.210 -0.01
H -2.866928 2.151369 0.238364 -0.003 0.184 0.006 0.12
H -3.497937 -2.314288 -3.353852 -0.038 -0.106 -0.043 0.13
C -4.886321 1.515056 -0.141174 -0.023 0.108 0.024 -0.03
O 2.807037 0.576698 0.267922 0.605 0.022 -0.062 -0.11
```
Positions in Å, forces in eV/Å.

## Properties
**Total charge**: +3
**Frontier orbital gap (alpha / beta)**: 5.2 / 5.2 eV
**Energy**: -3134.7701 Eh

=====

(2)
Computed, not measured: a cluster of 5 separate species, C32H25F32N2O8PS in total, with ωB97M-V with the def2-TZVPD basis set.

Geometry as XYZ:
```
101
Properties=species:S:1:pos:R:3:forces:R:3:lowdin_charge:R:1
C -12.551621 -3.403148 4.849011 3.827 0.657 2.133 0.02
C 8.996176 -3.535410 -4.765499 0.944 -0.322 0.019 -0.29
C -11.051391 -2.413590 7.149549 0.264 -1.563 -3.148 0.07
F -2.920095 5.482775 4.437817 0.140 0.078 -0.583 0.10
O -0.230499 3.260754 3.674264 1.017 1.212 -1.281 0.04
O -13.703273 -2.023921 6.938352 2.837 -2.853 -1.013 -0.14
H -2.181076 3.284964 4.145315 0.316 0.317 -0.011 0.10
F -0.812202 5.567910 4.963235 -0.191 0.128 -0.354 0.12
F 3.868239 1.577191 -5.126504 0.082 0.290 -0.154 0.10
F 7.897593 -1.527349 -8.654219 -0.340 0.187 0.475 0.09
C -1.518691 3.865107 3.491306 -0.562 -0.949 0.344 -0.06
C 6.737579 -1.423813 -6.567692 -0.488 0.055 2.228 -0.47
O -13.216271 -0.016000 7.465109 -1.529 -2.034 -2.841 0.04
C 1.884014 4.418508 3.139942 0.651 0.729 0.331 -0.26
C 3.508399 1.296518 -6.405659 0.427 -0.529 0.580 -0.29
F 1.448462 5.570063 3.710496 0.270 -0.707 -0.012 0.09
F 2.690744 4.781093 2.104501 -0.378 -0.413 -0.008 0.09
S -8.008503 -4.333715 4.390151 -0.614 2.274 1.132 0.79
C -9.593628 -2.974370 6.551014 -4.365 -0.259 -2.104 -0.13
H -5.554660 -2.805425 2.812628 -0.371 1.088 2.365 0.09
H 2.490930 3.889289 3.877188 -0.149 -0.214 -0.052 0.18
H -8.360555 -2.217096 8.128457 -0.011 -0.631 -1.112 0.12
P -3.947380 1.200471 6.330670 -0.603 1.240 -0.242 0.92
F 0.077010 4.061367 1.580573 0.874 -0.458 0.033 0.12
F 7.857586 -0.980722 -5.947983 -0.556 0.336 -0.859 0.13
C -9.695657 -3.750192 5.072625 -2.254 1.684 1.773 -0.38
H -2.248963 6.252205 2.046376 -0.047 -0.165 0.086 0.17
F 6.988778 -4.650235 -5.416363 0.310 0.183 0.168 0.12
C -5.698390 -2.298524 3.860874 -0.826 1.929 3.461 -0.06
H -13.559638 -3.538069 4.224150 2.533 0.396 1.738 0.11
F 9.673767 -4.708402 -4.862773 -0.334 -0.022 0.158 0.09
H 4.701413 -4.348880 0.220284 -0.216 0.093 -0.107 0.18
F 6.157566 0.359783 2.754877 -0.345 -0.060 0.103 0.09
H -6.355753 -0.340393 7.798483 0.123 -1.415 -2.144 0.08
H 5.822475 -2.769638 -3.725876 0.131 -0.164 -0.285 0.14
O 1.508664 2.546743 -8.925098 -0.457 -1.456 1.137 0.03
N -8.269471 -2.781771 7.256004 -0.599 1.293 -2.972 -0.01
C 7.511840 -3.792667 -4.502172 -0.772 -0.424 -0.317 -0.43
F 2.351817 0.599703 -6.329472 0.504 0.089 0.272 0.08
F 5.965189 -0.589898 0.814968 0.033 0.477 0.410 0.08
C 5.300866 0.165172 1.719168 0.810 0.527 0.193 -0.29
H 4.276482 0.643431 -6.829963 -0.259 0.303 -0.077 0.15
H -4.768813 2.363116 4.605025 1.996 -0.161 0.080 0.08
C -11.106262 -3.968616 4.245866 0.228 2.187 3.618 -0.05
F 3.406415 0.367087 3.086525 0.319 0.139 -0.495 0.10
F 9.214877 -2.874467 -5.924966 0.238 -0.358 0.456 0.08
H 5.097728 1.141451 1.269589 -0.195 -0.047 0.008 0.18
F 4.466458 -1.201396 -0.861013 0.020 -0.850 -0.449 0.12
C 5.098036 -3.346694 0.046318 0.790 -0.500 0.451 -0.26
F 7.603337 -3.410234 -7.599178 -0.599 0.507 -0.165 0.09
C -0.232200 1.608588 -7.446478 -0.502 0.068 0.908 -0.26
C -1.656626 5.329526 3.926469 0.443 -0.390 0.751 -0.43
H -3.975099 -0.639740 3.510777 -1.696 -0.634 1.919 0.09
C -6.870768 -2.869953 4.854156 1.133 2.781 1.675 -0.38
F 2.548469 3.472533 -6.604644 0.215 -0.299 -0.015 0.12
H 2.974262 -0.063072 0.313955 0.289 -0.171 0.210 0.15
O -5.016720 2.188446 7.347124 -0.792 -2.471 -3.283 -0.37
F 7.406268 -4.433078 -3.293849 0.400 0.458 -0.221 0.10
F -0.016143 1.161670 -9.762142 -0.095 0.218 0.780 0.14
H 9.445698 -2.959924 -3.951096 -0.188 0.024 0.067 0.18
H -0.990448 2.360020 -7.675306 0.100 -0.004 -0.244 0.17
C 7.029936 -2.207203 -7.854600 0.407 -0.633 -0.815 -0.26
F 3.325231 -2.938471 -1.470003 0.584 -0.194 0.509 0.14
F 4.268985 -1.621475 2.918842 0.117 0.357 -0.184 0.12
H -1.910737 3.689265 2.482451 0.219 0.296 0.148 0.15
H 6.113469 -2.387386 -8.419909 -0.126 0.140 0.170 0.18
F 1.200810 2.334088 2.247117 0.300 0.556 0.287 0.12
C 0.722302 3.542141 2.652388 -1.995 -1.001 0.207 -0.48
C -4.773367 -1.003296 4.287785 -3.398 -2.086 2.564 -0.06
H 7.153362 -1.687915 -3.971389 0.099 -0.283 -0.257 0.15
F 6.088779 -3.435600 -0.883705 -0.518 0.241 -0.093 0.08
H 3.377149 3.203054 -9.249510 -0.205 -0.003 0.310 0.15
F 4.601963 3.187312 -7.259117 -0.109 -0.578 -0.031 0.10
F 6.014011 -0.310160 -6.865741 0.385 -0.563 -0.433 0.11
F -1.566460 7.621938 3.310640 -0.143 -0.218 0.207 0.09
H -5.925930 2.055690 6.899597 1.662 0.563 1.273 0.06
C 2.912508 2.394984 -8.671429 0.226 0.472 -1.022 -0.05
F -0.866315 0.449448 -7.116764 0.305 0.155 -0.483 0.09
O 5.952432 -2.159917 -5.633381 1.614 0.369 -1.105 0.04
H -11.036452 -4.509308 3.206692 -0.235 1.225 2.352 0.09
C 4.010033 -0.494487 2.206379 -0.347 -0.795 0.408 -0.43
C -7.196545 -2.210727 6.356563 3.498 1.869 -2.526 -0.14
C 3.370906 2.583763 -7.219827 -0.517 0.755 0.020 -0.43
C 6.632558 -2.537958 -4.428115 -0.879 0.352 0.713 -0.05
C 0.712756 1.399951 -8.637626 1.528 0.422 -1.498 -0.48
O 3.006539 -2.149487 0.584271 1.816 0.154 -0.685 0.03
C -6.234563 -0.908960 6.777679 0.461 -1.384 -3.214 -0.01
C -12.478747 -2.616903 6.306490 3.278 -1.955 -1.578 -0.14
H 3.309829 1.476680 -9.120051 -0.153 0.080 0.370 0.15
C 2.984701 -0.815462 1.111581 -1.153 0.057 -0.120 -0.05
F 0.431814 2.014147 -6.334758 -0.420 0.104 -0.588 0.08
F 5.685027 -2.927355 1.195628 -0.458 -0.414 -0.421 0.09
N -13.620993 -0.711867 6.547037 1.353 4.016 2.516 -0.04
H 1.996366 -0.729446 1.579388 0.310 -0.171 0.092 0.15
O -3.802024 2.177351 4.856324 -3.063 -1.537 1.813 -0.39
C 3.991411 -2.389836 -0.417478 -1.859 1.215 0.151 -0.48
F -0.266918 6.277544 2.212485 -0.535 0.361 0.106 0.08
F 1.525516 0.326332 -8.490844 -0.926 0.055 -0.226 0.12
H -11.087538 -1.856298 8.185457 0.005 -1.239 -2.356 0.10
C -1.475994 6.361687 2.812560 -0.092 0.896 -0.283 -0.29
C -5.042155 -0.310938 5.771649 -2.968 -3.079 -1.814 -0.32
```
Positions in Å, forces in eV/Å.

## Properties
**Total charge**: 0
**Frontier orbital gap**: 7.2 eV
**SMILES**: O=NOc1ccc2c(c1)Nc1cc(P(O)O)ccc1S2.FC(F)C(F)(F)COC(F)(F)C(F)F.FC(F)C(F)(F)COC(F)(F)C(F)F.FC(F)C(F)(F)COC(F)(F)C(F)F.FC(F)C(F)(F)COC(F)(F)C(F)F
**Energy**: -5880.3450 Eh